*a*
DFT (ωB97M-V/def2-TZVPD) results for one molecule with the formula C3H5FS.

Computed properties:
Orbital gap   9.31 eV
LUMO   0.82 eV
HOMO   -0.312 Ha
SMILES   CS/C=C\F

ORCA input file:
```
! RIJCOSX wB97M-V def2-TZVPD def2/J DEFGRID3
* xyz 0 1
C 1.189 -1.129 -1.036
S 0.331 0.483 -1.071
C -0.531 0.324 0.404
C -1.388 1.261 0.944
F -1.563 2.734 0.693
H 1.510 -1.122 -0.006
H 0.602 -1.955 -1.283
H 2.393 -1.067 -1.595
H -0.566 -0.508 1.191
H -1.977 0.980 1.759
*
```

=====

*b*
DFT (ωB97M-V/def2-TZVPD) results for one molecule with the formula C3H5FS.

Computed properties:
Orbital gap   9.37 eV
LUMO   0.38 eV
HOMO   -0.330 Ha
SMILES   F/C=C/CS

ORCA input file:
```
! RIJCOSX wB97M-V def2-TZVPD def2/J DEFGRID3
* xyz 0 1
F 1.804 -1.078 2.287
C 1.172 -0.318 1.226
C -0.079 -0.215 0.763
C -0.269 0.751 -0.373
S -1.183 0.400 -1.882
H 1.888 -0.135 0.514
H -0.807 -0.595 1.631
H -1.322 1.355 -0.019
H 0.700 1.215 -0.663
H -2.714 0.155 -1.627
*
```

=====

Of them, *b* has the lowest stability.